C12H30F18K2O6P3 | wB97M-V/def2-TZVPD

```
! RIJCOSX wB97M-V def2-TZVPD def2/J DEFGRID3
* xyz -1 1
K -0.79 1.12 4.67
K -1.91 4.27 0.70
P -2.64 4.16 4.75
F -2.40 2.91 3.64
F -2.30 5.18 3.52
F -4.21 4.41 4.35
F -2.91 5.42 5.79
F -3.09 3.04 5.93
F -1.02 3.99 5.07
P 1.51 6.00 1.95
F 0.07 6.13 1.22
F 1.12 4.79 2.92
F 1.76 5.02 0.64
F 3.04 5.81 2.48
F 2.04 7.17 0.93
F 1.09 7.14 3.06
P -0.01 1.00 0.97
F -0.18 -0.51 0.35
F 1.18 1.54 0.00
F -1.21 1.63 0.02
F 0.06 2.45 1.73
F -1.14 0.77 2.00
F 1.12 0.39 1.96
C 0.89 -3.65 0.10
O 1.07 -4.77 -0.78
C 0.20 -4.80 -1.96
C 0.64 -5.72 -3.05
O 1.65 -5.20 -3.87
C 2.40 -6.13 -4.58
H -0.16 -3.41 0.21
H 1.31 -2.76 -0.37
H 1.32 -3.93 1.06
H 0.27 -3.78 -2.34
H -0.76 -5.03 -1.50
H -0.26 -6.14 -3.50
H 0.98 -6.52 -2.40
H 2.68 -5.61 -5.49
H 2.04 -7.14 -4.79
H 3.35 -6.39 -4.13
C -5.14 2.66 1.19
O -4.52 3.25 0.10
C -4.28 2.37 -1.01
C -5.49 1.70 -1.53
O -5.27 1.13 -2.85
C -6.39 0.29 -3.26
H -5.79 1.81 0.98
H -5.80 3.42 1.60
H -4.55 2.33 2.05
H -3.52 1.66 -0.67
H -3.69 2.97 -1.70
H -6.26 2.45 -1.70
H -5.85 0.85 -0.95
H -6.34 -0.59 -2.63
H -6.26 0.20 -4.34
H -7.39 0.64 -3.00
C 5.21 -3.66 -1.21
O 6.08 -2.91 -0.44
C 6.14 -1.46 -0.80
C 4.87 -0.56 -0.55
O 4.72 -0.39 0.85
C 4.03 -1.46 1.57
H 5.57 -3.82 -2.23
H 4.20 -3.29 -1.03
H 5.23 -4.68 -0.83
H 6.34 -1.35 -1.87
H 7.03 -0.95 -0.42
H 3.91 -0.88 -0.96
H 5.03 0.43 -0.98
H 3.14 -1.77 1.03
H 3.62 -0.91 2.42
H 4.64 -2.30 1.91
*
```

* frontier orbital gap: 8.48 eV
* electronic energy: -134665.374 eV

---

C2H3N3O | wB97M-V/def2-TZVPD

```
! RIJCOSX wB97M-V def2-TZVPD def2/J DEFGRID3
* xyz 0 1
N -0.20 -1.18 0.68
C 0.76 -0.29 0.24
C 0.28 0.82 -0.60
N -0.92 1.29 -0.46
N -1.97 1.71 -0.34
O 1.94 -0.40 0.54
H 0.19 -1.98 1.17
H -0.98 -1.39 0.07
H 0.97 1.40 -1.20
*
```

* energy relative to the best compared isomer or geometry (same formula, charge and spin): 30.2 kcal per mole
* frontier orbital gap: 9.56 eV
* electronic energy: -8639.183 eV

---

C6H19NO4 | wB97M-V/def2-TZVPD

```
! RIJCOSX wB97M-V def2-TZVPD def2/J DEFGRID3
* xyz 0 1
C 2.54 -0.79 -0.74
O 2.52 -1.23 -2.17
C 2.51 0.65 -0.56
C 1.22 1.27 -0.04
C -0.14 0.58 -0.14
N -0.39 -1.16 3.20
C -0.29 -0.18 2.22
C -0.34 -0.48 0.92
H 1.83 -1.40 -0.22
H 3.48 -1.27 -0.43
H 2.28 -0.53 -2.78
H 3.33 0.97 0.11
H 2.79 1.14 -1.48
H 1.18 2.32 -0.43
H 1.41 1.44 1.03
H -0.52 0.35 -1.12
H -0.90 1.32 0.12
H -0.93 -1.98 2.98
H -0.34 -0.88 4.15
H 0.03 0.75 2.71
H -0.26 -1.52 0.60
H -0.03 -1.82 -1.84
H -1.23 -1.35 -3.00
O -0.88 -1.52 -2.14
H -2.55 1.84 0.13
H -3.86 2.05 -0.48
O -3.03 2.53 -0.33
H -3.76 -0.44 0.46
H -2.36 -0.50 -0.37
O -3.29 -0.17 -0.38
*
```

* energy relative to the best compared isomer or geometry (same formula, charge and spin): 79.1 kcal per mole
* frontier orbital gap: 8.83 eV
* SMILES: N/C=C/CCCCO.O.O.O
* electronic energy: -16207.999 eV

---

C50H50BrCl6N2O4P2SW | wB97M-V/def2-TZVPD

```
! RIJCOSX wB97M-V def2-TZVPD def2/J DEFGRID3
* xyz 1 1
W 1.07 -0.59 -0.33
Cl 6.19 4.28 1.64
C 4.97 3.39 0.82
C 4.69 2.08 1.19
Cl 5.55 1.31 2.45
C 3.70 1.39 0.51
Cl 3.23 -0.20 0.99
C 2.96 1.93 -0.54
O 2.03 1.26 -1.16
C 3.28 3.25 -0.92
Cl 2.44 3.92 -2.26
C 4.25 3.97 -0.23
Cl 4.56 5.60 -0.67
C -3.68 -3.92 2.27
C -3.61 -2.64 2.79
C -2.44 -1.91 2.70
C -1.32 -2.47 2.07
C -1.39 -3.76 1.56
C -2.57 -4.48 1.66
P 0.23 -1.49 2.04
C 0.56 -1.30 3.84
C 0.14 -2.35 4.66
C 0.46 -2.35 6.01
C 1.19 -1.31 6.56
C 1.61 -0.26 5.75
C 1.30 -0.26 4.39
C 1.43 -2.76 1.60
C 2.02 -3.74 2.40
C 2.89 -4.64 1.81
C 3.08 -4.59 0.43
C 2.48 -3.61 -0.34
C 1.67 -2.62 0.23
H -4.60 -4.49 2.34
H -4.47 -2.20 3.29
H -2.37 -0.92 3.12
H -0.52 -4.22 1.11
H -2.61 -5.50 1.28
H -0.44 -3.16 4.26
H 0.13 -3.18 6.63
H 1.44 -1.31 7.61
H 2.18 0.55 6.17
H 1.62 0.57 3.78
H 1.82 -3.77 3.46
H 3.38 -5.39 2.41
H 3.73 -5.32 -0.05
H 2.65 -3.64 -1.41
Br 2.78 0.49 -5.70
C 3.32 -0.25 -4.05
C 4.64 -0.53 -3.78
C 4.92 -1.15 -2.57
C 3.90 -1.41 -1.69
N 2.62 -1.09 -1.92
C 2.35 -0.54 -3.11
H 5.42 -0.29 -4.50
H 5.93 -1.43 -2.32
H 4.12 -1.92 -0.76
H 1.32 -0.32 -3.32
Cl -4.81 1.28 2.62
C -4.05 1.85 1.18
C -4.20 3.17 0.80
C -3.57 3.58 -0.37
C -2.83 2.65 -1.08
N -2.69 1.38 -0.72
C -3.29 0.99 0.41
H -4.80 3.85 1.38
H -3.66 4.60 -0.71
H -2.32 2.95 -1.99
H -3.16 -0.05 0.69
C -0.02 7.63 1.27
C -0.18 6.13 1.31
C -0.62 5.49 2.47
C -0.67 4.11 2.54
C -0.31 3.37 1.43
C 0.08 3.98 0.25
C 0.13 5.36 0.19
S -0.01 1.65 1.63
O 1.37 1.59 2.05
O -0.96 1.03 2.53
O -0.10 1.01 0.25
H -0.98 8.13 1.42
H 0.39 7.95 0.31
H 0.65 7.96 2.06
H -0.89 6.09 3.33
H -0.98 3.61 3.46
H 0.34 3.37 -0.60
H 0.44 5.84 -0.73
C -4.21 -0.53 -2.27
C -3.02 -1.49 -2.21
C -3.28 -2.53 -1.10
P -1.19 -0.92 -2.16
C -1.27 0.47 -3.43
C -1.29 0.04 -4.89
C -0.25 1.60 -3.21
C -0.54 -2.49 -3.01
C -1.29 -3.10 -4.20
C -0.37 -3.62 -1.98
H -5.05 -1.09 -2.70
H -4.05 0.34 -2.92
H -4.52 -0.17 -1.31
H -3.02 -1.97 -3.18
H -2.57 -2.45 -0.29
H -3.23 -3.55 -1.48
H -4.28 -2.40 -0.68
H -2.24 0.90 -3.19
H -0.43 -0.56 -5.17
H -1.28 0.94 -5.51
H -2.20 -0.51 -5.14
H 0.63 1.50 -3.85
H 0.07 1.66 -2.18
H -0.71 2.55 -3.48
H 0.46 -2.21 -3.37
H -2.22 -3.58 -3.89
H -0.67 -3.90 -4.62
H -1.51 -2.41 -5.00
H -1.25 -4.28 -1.99
H -0.25 -3.25 -0.97
H 0.50 -4.24 -2.22
*
```

* energy relative to the best compared isomer or geometry (same formula, charge and spin): 0.0 kcal per mole
* frontier orbital gap (alpha / beta): 6.19 / 6.18 eV
* electronic energy: -240241.233 eV

---

C41H33Cl5FInN6O5STe | wB97M-V/def2-TZVPD

```
! RIJCOSX wB97M-V def2-TZVPD def2/J DEFGRID3
* xyz 0 1
In 1.72 -1.00 1.15
C 4.85 2.37 1.03
C 3.95 1.22 0.66
N 2.85 0.93 1.42
N 2.60 1.66 2.49
C 2.01 0.97 3.47
O 1.42 -0.13 3.36
C 2.25 1.49 4.84
C 2.97 2.66 4.97
C 3.67 2.89 6.15
C 3.48 2.04 7.24
C 2.62 0.91 7.14
C 2.00 0.70 5.94
C 4.34 0.20 -0.29
C 5.46 0.48 -1.16
C 5.84 -0.52 -2.06
C 5.12 -1.73 -2.09
C 4.04 -1.90 -1.23
N 3.70 -0.99 -0.30
H 4.24 3.06 1.71
H 5.76 2.01 1.62
H 5.12 2.97 0.19
H 2.96 3.37 4.14
H 4.33 3.74 6.25
H 4.02 2.17 8.17
H 2.34 0.28 8.00
H 1.33 -0.17 5.84
H 5.97 1.48 -1.10
H 6.54 -0.23 -2.89
H 5.42 -2.54 -2.69
H 3.50 -2.81 -1.20
F -2.43 3.83 -1.27
C -2.25 2.59 -1.82
C -1.32 1.71 -1.29
C -1.13 0.42 -1.82
C 0.01 -0.41 -1.36
O 0.82 0.12 -0.54
C 0.14 -1.66 -2.05
C -0.59 -1.94 -3.18
N -1.62 -1.16 -3.65
C -2.34 -1.57 -4.86
C -3.81 -1.92 -4.82
C -2.78 -2.97 -5.09
C -1.85 0.07 -3.05
C -2.78 0.99 -3.56
C -3.05 2.25 -2.96
N -4.11 2.94 -3.47
C -4.95 3.88 -2.65
C -6.23 4.17 -3.39
N -6.65 2.94 -4.17
C -5.71 2.81 -5.38
C -4.30 3.12 -4.93
C 0.99 -2.77 -1.37
O 1.33 -3.77 -2.04
O 1.21 -2.68 -0.11
H -0.74 1.96 -0.37
H -0.37 -2.88 -3.70
H -2.15 -0.96 -5.76
H -4.38 -1.69 -5.75
H -4.31 -1.95 -3.87
H -2.74 -3.32 -6.13
H -2.71 -3.70 -4.23
H -3.30 0.75 -4.45
H -4.46 4.84 -2.42
H -5.09 3.38 -1.67
H -6.16 5.02 -4.06
H -7.04 4.40 -2.65
H -7.58 2.99 -4.53
H -6.50 2.11 -3.54
H -6.03 3.56 -6.11
H -5.84 1.76 -5.68
H -4.00 4.17 -5.25
H -3.57 2.49 -5.47
Cl 3.73 -8.19 2.12
C 3.40 -6.57 2.40
C 4.45 -5.65 2.23
Cl 6.06 -6.26 1.95
C 4.23 -4.28 2.36
Cl 5.61 -3.23 2.47
C 2.90 -3.72 2.44
O 2.75 -2.43 2.42
C 1.84 -4.68 2.57
Cl 0.23 -4.14 2.63
C 2.11 -6.09 2.70
Cl 0.87 -7.22 3.05
Te -1.86 -0.20 1.73
C -2.35 0.46 3.68
C -2.59 -0.54 4.69
C -2.94 -0.02 5.94
C -2.94 1.37 5.92
S -2.51 2.06 4.40
H -2.64 -1.57 4.46
H -3.25 -0.61 6.77
H -3.14 2.01 6.77
*
```

* energy relative to the best compared isomer or geometry (same formula, charge and spin): 15.9 kcal per mole
* frontier orbital gap: 3.24 eV
* electronic energy: -150857.712 eV